Model one:
Computed, not measured: a 2-piece molecular cluster, C3H4N2 overall, with wB97M-V/def2-TZVPD.

The geometry in XYZ format:
```
9
Properties=species:S:1:pos:R:3
C -0.0103 -1.6857 -0.0109
C 0.3983 -0.5591 -0.0217
C 0.9987 0.7551 0.0181
H -0.4459 -2.6395 -0.0267
H 0.4839 1.3562 0.7681
H 0.9142 1.2371 -0.9562
H 2.0513 0.6840 0.2926
N -2.5906 0.3652 0.3468
N -1.7997 0.4866 -0.4101
```

Output
orbital gap	11.083	eV
net charge	0
M	68.08	Da
structure (SMILES)	C#CC.N#N
HOMO	-9.881	eV

These are the Löwdin partial charges, in e, on atoms 1 to 2: 0.077 -0.287


Model two:
Computed, not measured: a single C3H4N2 molecule, with wB97M-V/def2-TZVPD.

The geometry in XYZ format:
```
9
Properties=species:S:1:pos:R:3
C -0.7850 0.4220 0.7478
C -0.4621 -0.8999 0.5829
N 0.5193 -0.9155 -0.3613
C 0.7931 0.3900 -0.6660
N -0.1122 1.1855 -0.1760
H -1.4525 0.7939 1.5069
H -1.0057 -1.6661 1.1012
H 0.8678 -1.7646 -0.7667
H 1.5108 0.6293 -1.4340
```

Output
orbital gap	9.748	eV
net charge	0
M	68.08	Da
structure (SMILES)	c1c[nH]cn1
HOMO	-8.833	eV

These are the Löwdin partial charges, in e, on atoms 1 to 2: -0.172 -0.134


Model three:
Computed, not measured: a single C3H4N2 molecule, with wB97M-V/def2-TZVPD.

The geometry in XYZ format:
```
9
Properties=species:S:1:pos:R:3
C 0.5091 -0.5739 0.8986
C -0.4537 -1.1027 -0.3773
N -0.8264 -0.1078 -1.0896
N -0.4306 1.0763 -0.6538
C 0.6273 0.7492 0.7004
H 0.8470 -1.3430 1.6256
H -1.0116 -2.0465 -0.5946
H -0.2914 1.6362 -1.5296
H 1.0303 1.7121 1.0204
```

Output
orbital gap	10.210	eV
net charge	0
M	68.08	Da
structure (SMILES)	c1cn[nH]c1
HOMO	-9.018	eV

These are the Löwdin partial charges, in e, on atoms 1 to 2: -0.062 -0.133


Which structure is most stable, and how do the rest compare? From most to least stable: model two, model one, model three.


Model one:
Computed, not measured: a single C3H4N2 molecule, with wB97M-V/def2-TZVPD.

The geometry in XYZ format:
```
9
Properties=species:S:1:pos:R:3
C -0.6680 -0.4175 0.8433
C -1.5874 -0.4107 -0.1717
C 1.3281 0.3252 -0.5011
N 0.4323 0.3458 0.6173
N 0.1998 1.1517 -0.4889
H -0.7782 -0.7957 1.7944
H -2.5637 -0.5545 -0.3462
H 2.2485 0.7416 -0.2899
H 1.3886 -0.3859 -1.4572
```

Output
orbital gap (spin up / spin down)	9.115 / 8.538	eV
net charge	0
M	68.08	Da
HOMO (spin up / spin down)	-9.121 / -8.513	eV

These are the Löwdin partial charges, in e, on atoms 1 to 2: -0.212 0.191


Model two:
Computed, not measured: a single C3H4N2 molecule, with wB97M-V/def2-TZVPD.

The geometry in XYZ format:
```
9
Properties=species:S:1:pos:R:3
C -1.1132 0.3101 0.2198
C -0.5780 -0.9054 0.3870
N 0.7357 -0.8626 -0.0255
C 0.9670 0.4581 -0.3246
N -0.1224 1.1795 -0.3072
H -2.0038 0.7140 0.6680
H -1.1174 -1.7065 0.8686
H 1.3821 -1.4576 0.4417
H 1.9246 0.9189 -0.5034
```

Output
orbital gap	10.040	eV
net charge	0
M	68.08	Da
structure (SMILES)	c1c[nH]cn1
HOMO	-9.080	eV

These are the Löwdin partial charges, in e, on atoms 1 to 2: -0.153 -0.153


Model three:
Computed, not measured: a single C3H4N2 molecule, with wB97M-V/def2-TZVPD.

The geometry in XYZ format:
```
9
Properties=species:S:1:pos:R:3
N 2.6273 0.0517 0.7640
C 1.5491 -0.3005 0.6233
N 0.3363 -0.7657 -0.1090
C -0.9714 -0.2366 0.3488
C -0.2683 0.3447 -0.8238
H -1.0295 0.3278 1.3385
H -1.8632 -0.7987 0.2421
H -0.6407 0.0189 -1.8571
H 0.2603 1.3585 -0.5268
```

Output
orbital gap	11.275	eV
net charge	0
M	68.08	Da
structure (SMILES)	N#CN1CC1
HOMO	-10.520	eV

These are the Löwdin partial charges, in e, on atoms 1 to 2: 0.131 -0.242


Which structure is most stable, and how do the rest compare? From most to least stable: model two, model three, model one.


Model one:
Computed, not measured: C5H13N3O as an isolated structure, with wB97M-V/def2-TZVPD.

The geometry in XYZ format:
```
22
Properties=species:S:1:pos:R:3
C -1.0199 -1.9656 0.5252
N -0.6735 -0.7235 1.4023
N 0.7051 -0.4653 1.6791
N -1.5403 -2.7768 1.5715
H -1.0838 0.1490 1.0637
H 1.2152 -0.4211 0.7982
H 1.0501 -1.2717 2.1944
H -0.8698 -3.4877 1.8494
H -1.2870 -1.5851 2.2280
H -1.7945 -1.6115 -0.1733
H -0.1141 -2.3193 0.0145
C 0.0275 1.2292 -1.2688
C 1.0703 2.1966 -0.9419
C -1.2808 1.5066 -1.1948
C 2.3759 1.9661 -1.0639
O 0.5130 -0.0090 -1.6033
H -0.2070 -0.5668 -1.9222
H 0.7109 3.1458 -0.5642
H -2.0376 0.7859 -1.4749
H -1.6147 2.4890 -0.9010
H 2.7505 1.0209 -1.4313
H 3.1044 2.7144 -0.7869
```

Output
orbital gap	8.600	eV
net charge	0
M	131.18	Da
HOMO	-8.027	eV

These are the Löwdin partial charges, in e, on atoms 1 to 2: -0.350 -0.151


Model two:
Computed, not measured: a single C5H13N3O molecule, with wB97M-V/def2-TZVPD.

The geometry in XYZ format:
```
22
Properties=species:S:1:pos:R:3
C -0.7818 -1.1267 -0.1024
C -0.1693 1.3951 -1.1805
C 1.2851 1.9679 0.6062
C -0.6518 -2.0609 -1.2295
N 0.1462 1.1247 0.2227
C 0.5346 -0.3583 0.3982
N -1.8966 -0.9738 0.5272
N 0.4981 -0.6147 1.8818
O 1.5656 -0.7960 -0.2248
H -1.8901 -0.3633 1.3388
H -2.7476 -1.4730 0.2974
H 1.3530 -1.1162 2.0919
H 0.4968 0.2511 2.4061
H -1.0793 0.8695 -1.4849
H 0.6463 1.0970 -1.8555
H -0.3647 2.4610 -1.3120
H 1.5382 1.8286 1.6573
H 2.1804 1.7434 0.0122
H 1.0128 3.0166 0.4686
H -1.5903 -2.5259 -1.5349
H -0.1693 -1.5337 -2.0541
H 0.0835 -2.8125 -0.9299
```

Output
orbital gap	8.182	eV
net charge	0
M	131.18	Da
HOMO	-7.731	eV

These are the Löwdin partial charges, in e, on atoms 1 to 2: -0.204 -0.116


Which structure is most stable, and how do the rest compare? From most to least stable: model two, model one.


Model one:
Computed, not measured: a 2-piece molecular cluster, C5H13N3O overall, with wB97M-V/def2-TZVPD.

The geometry in XYZ format:
```
22
Properties=species:S:1:pos:R:3
N 1.3093 -0.9762 1.8384
C 1.4438 -1.0167 0.4252
C 1.4865 0.1057 -0.3018
N 1.3497 1.3768 0.2845
N 1.5022 0.1063 -1.7086
H 1.4464 -1.9000 2.2299
H 0.3752 -0.6693 2.1077
H 1.5097 -1.9787 -0.0674
H 1.9465 2.0774 -0.1386
H 1.5127 1.3075 1.2817
H 1.7922 -0.7856 -2.0852
H 2.0527 0.8607 -2.1002
C -1.8024 1.3535 0.2343
C -1.7189 -0.1353 0.4014
C -1.7984 -0.9189 -0.8816
O -1.5754 -0.6593 1.4836
H -2.1967 1.8171 1.1349
H -2.3979 1.6293 -0.6299
H -0.7781 1.7086 0.0896
H -1.6418 -1.9773 -0.6921
H -2.7766 -0.7753 -1.3364
H -1.0406 -0.5502 -1.5693
```

Output
orbital gap	8.101	eV
net charge	0
M	131.18	Da
structure (SMILES)	NC=C(N)N.CC(C)=O
HOMO	-7.195	eV

These are the Löwdin partial charges, in e, on atoms 1 to 2: 0.019 -0.196


Model two:
Computed, not measured: a 2-piece molecular cluster, C5H13N3O overall, with wB97M-V/def2-TZVPD.

The geometry in XYZ format:
```
22
Properties=species:S:1:pos:R:3
C -2.7151 -1.5163 1.0023
C -1.9247 -0.4643 1.1776
N -0.9104 -0.1706 2.0522
O -1.8617 0.7138 0.3632
N -2.2103 0.5870 -1.0078
H -2.6397 -2.3479 1.6768
H -3.4834 -1.5324 0.2506
H -1.0241 -0.5388 2.9842
H -0.7442 0.8575 1.6047
H -3.2114 0.3928 -1.0367
H -1.6869 -0.2159 -1.3778
N 1.2740 -1.0089 -0.3138
C 1.4938 0.2421 -0.9867
C 2.8613 0.6195 -1.4582
C 2.2093 1.4080 -0.3509
H 2.1370 -1.3301 0.1160
H 0.6666 -0.8944 0.4957
H 0.6770 0.4832 -1.6574
H 2.9800 1.0776 -2.4285
H 3.6815 -0.0366 -1.1988
H 1.8311 2.3988 -0.5558
H 2.6002 1.2761 0.6494
```

Output
orbital gap	9.486	eV
net charge	0
M	131.18	Da
structure (SMILES)	C=C(N)ON.NC1CC1
HOMO	-8.504	eV

These are the Löwdin partial charges, in e, on atoms 1 to 2: 0.035 -0.495


Model three:
Computed, not measured: a 2-piece molecular cluster, C5H13N3O overall, with wB97M-V/def2-TZVPD.

The geometry in XYZ format:
```
22
Properties=species:S:1:pos:R:3
H 0.3214 -0.5845 2.5645
N 0.6089 -1.1665 1.7793
C 0.9768 -0.4891 0.7652
C 1.5280 -1.2201 -0.4160
C 0.8272 0.9846 0.6550
C 1.0279 1.6631 -0.6614
N 0.4550 1.5575 1.7299
O 0.2566 2.9351 1.6806
H 0.9150 -1.0408 -1.2933
H 1.5458 -2.2829 -0.1952
H 2.5429 -0.8823 -0.6272
H 0.3089 1.2724 -1.3804
H 0.8766 2.7342 -0.5527
H 2.0315 1.4748 -1.0397
H 0.0221 3.1672 2.5892
C -2.1462 -1.3975 -1.3173
N -1.6258 -0.6735 -0.1700
H -1.4296 -2.1720 -1.5971
H -2.2515 -0.7091 -2.1603
H -3.1213 -1.8770 -1.1485
H -2.3030 0.0080 0.1607
H -1.3670 -1.3015 0.6345
```

Output
orbital gap	9.982	eV
net charge	0
M	131.18	Da
structure (SMILES)	[H]/N=C(C)\C(C)=N\O.CN
HOMO	-9.202	eV

These are the Löwdin partial charges, in e, on atoms 1 to 2: 0.047 0.121


Model four:
Computed, not measured: a 2-piece molecular cluster, C5H13N3O overall, with wB97M-V/def2-TZVPD.

The geometry in XYZ format:
```
22
Properties=species:S:1:pos:R:3
C 0.8502 0.9452 2.3495
N 0.4776 0.2705 1.3421
N -0.9856 0.4295 1.3060
C -1.5963 -0.8956 1.3078
C -1.3723 1.1929 0.1240
H -0.2334 1.3125 2.7361
H 1.9182 0.9717 2.5452
H -2.6736 -0.7735 1.3971
H -1.3693 -1.4553 0.3963
H -1.2260 -1.4483 2.1693
H -0.8474 2.1473 0.1374
H -1.1359 0.6630 -0.8052
H -2.4464 1.3715 0.1720
C 1.4284 0.4637 -2.1051
C 0.8518 -0.9364 -2.0220
N 1.1265 -1.5835 -0.8601
O 0.3313 -1.4913 -2.9693
H 2.4368 0.3973 -2.5112
H 1.4724 0.9478 -1.1324
H 0.8267 1.0629 -2.7852
H 1.3809 -1.0648 -0.0291
H 0.7852 -2.5271 -0.7635
```

Output
orbital gap	10.088	eV
net charge	0
M	131.18	Da
structure (SMILES)	C=NN(C)C.CC(N)=O
HOMO	-9.210	eV

These are the Löwdin partial charges, in e, on atoms 1 to 2: -0.017 -0.055


Which structure is most stable, and how do the rest compare? From most to least stable: model one, model four, model three, model two.


Model one:
Computed, not measured: a single C5H13N3O molecule, with wB97M-V/def2-TZVPD.

The geometry in XYZ format:
```
22
Properties=species:S:1:pos:R:3
C -1.7408 0.0129 -2.0032
C -1.1946 0.5617 -0.8997
C 0.3017 0.9477 -0.8017
O 0.5635 2.3086 -1.0491
C 0.6186 0.5633 0.6300
C 2.0601 0.2353 0.9415
N -0.4490 -0.6822 0.7113
N -0.8945 -0.9154 2.0334
N -0.0390 -1.9065 0.1084
H -1.1561 -0.5748 -2.6960
H -2.7797 0.1546 -2.2520
H -1.8134 1.1993 -0.2784
H 0.8937 0.3614 -1.5132
H -0.2483 2.8126 -0.8980
H 0.2092 1.2979 1.3272
H 2.4552 -0.5412 0.2859
H 2.6565 1.1301 0.7587
H 2.1582 -0.0916 1.9757
H -1.7642 -1.4397 1.9849
H -0.2075 -1.4863 2.5279
H -0.5761 -2.0423 -0.7428
H 0.9464 -1.9055 -0.1509
```

Output
orbital gap	9.092	eV
net charge	0
M	131.18	Da
structure (SMILES)	C=C[C@@H](O)[C@H](C)N(N)N
HOMO	-8.166	eV

These are the Löwdin partial charges, in e, on atoms 1 to 2: -0.018 -0.182


Model two:
Computed, not measured: a 2-piece molecular cluster, C5H13N3O overall, with wB97M-V/def2-TZVPD.

The geometry in XYZ format:
```
22
Properties=species:S:1:pos:R:3
C 3.9080 0.7621 0.7671
C 2.8890 -0.3083 0.3240
C 2.1050 0.0764 -0.8935
N 0.8769 -0.0420 -0.8005
O 0.2321 0.2024 -2.0167
H 4.7051 0.8839 0.1150
H 4.5152 0.4153 1.6583
H 3.4562 1.6848 0.9690
H 2.2462 -0.4290 1.1930
H 3.5104 -1.2922 0.0307
H 2.6049 0.3752 -1.8132
H -0.6940 -0.0126 -1.9565
N -4.1472 -1.5898 -0.4146
C -3.1889 -0.8174 0.2836
C -2.9375 0.4697 0.1799
N -2.2709 1.2514 1.1697
H -4.3601 -1.1287 -1.1967
H -3.8478 -2.5086 -0.4305
H -2.6669 -1.3988 0.9070
H -3.5919 1.0220 -0.5178
H -1.7751 0.6641 1.7943
H -1.5690 1.7201 0.6483
```

Output
orbital gap	8.611	eV
net charge	0
M	131.18	Da
structure (SMILES)	CC/C=N/O.N/C=C/N
HOMO	-7.650	eV

These are the Löwdin partial charges, in e, on atoms 1 to 2: -0.121 -0.227


Which structure is most stable, and how do the rest compare? From most to least stable: model two, model one.